(1)
The following is a quantum chemistry calculation of a 13-piece molecular cluster, C29H84N2O13 overall in a non-equilibrium geometry, from OMol25.

Geometry as ORCA input:
```
! RIJCOSX wB97M-V def2-TZVPD def2/J DEFGRID3
* xyz 0 1
C -23.22 3.35 -12.52
O -22.11 4.19 -12.58
H -23.07 2.39 -11.97
H -23.64 3.19 -13.52
H -23.92 3.73 -11.85
H -21.76 4.15 -11.71
C -19.97 4.08 -10.10
O -21.34 4.42 -10.00
H -19.95 3.54 -11.03
H -19.58 3.44 -9.35
H -19.31 4.92 -10.12
H -21.37 5.14 -9.36
C -21.06 3.31 -15.32
O -20.29 2.93 -14.17
H -21.75 4.12 -15.10
H -21.67 2.44 -15.54
H -20.40 3.53 -16.13
H -20.95 3.01 -13.46
C -17.05 3.80 -16.85
O -16.95 3.49 -18.17
H -18.07 3.99 -16.51
H -16.45 4.67 -16.67
H -16.64 2.98 -16.28
H -17.52 4.13 -18.65
C -18.29 5.44 -12.75
O -17.33 6.22 -12.06
N -19.53 5.63 -12.57
N -17.98 4.42 -13.46
H -19.87 6.39 -11.90
H -20.25 5.08 -13.01
H -16.97 4.24 -13.63
H -18.69 3.75 -13.82
C -19.98 -0.52 -14.96
C -19.50 0.12 -16.20
C -18.22 0.81 -15.96
O -19.56 -0.58 -17.21
H -19.56 -0.08 -14.04
H -19.74 -1.59 -14.92
H -21.02 -0.39 -14.87
H -20.13 0.97 -16.37
H -17.38 0.10 -15.81
H -18.27 1.60 -15.24
H -18.10 1.32 -16.90
H -18.67 -0.86 -17.34
C -15.43 9.47 -12.58
C -15.17 10.72 -11.68
C -16.23 10.88 -10.63
O -14.10 10.78 -11.05
H -14.50 9.04 -13.01
H -16.16 9.72 -13.40
H -15.83 8.62 -11.99
H -15.25 11.60 -12.29
H -17.25 10.83 -11.06
H -16.21 11.85 -10.19
H -16.24 10.12 -9.86
H -14.10 10.10 -10.38
C -16.67 4.28 -8.79
C -16.68 5.80 -8.60
C -15.54 6.56 -9.17
O -17.66 6.40 -9.07
H -17.22 4.09 -9.74
H -17.17 3.73 -8.03
H -15.68 3.87 -8.79
H -16.64 5.90 -7.50
H -15.38 6.19 -10.17
H -14.64 6.16 -8.70
H -15.60 7.60 -9.17
H -17.76 6.16 -10.00
C -21.85 8.01 -13.85
C -22.78 6.89 -14.23
C -23.83 6.61 -13.16
O -23.33 7.09 -15.31
H -21.33 8.48 -14.74
H -21.08 7.73 -13.13
H -22.55 8.77 -13.46
H -22.17 5.99 -14.38
H -24.37 5.74 -13.34
H -24.53 7.43 -13.23
H -23.46 6.61 -12.23
H -22.74 7.68 -15.79
C -21.09 9.22 -10.74
C -19.78 9.70 -11.15
C -18.71 8.71 -10.63
O -19.63 9.88 -12.40
H -21.34 8.14 -11.01
H -21.84 9.91 -11.06
H -21.02 9.19 -9.72
H -19.62 10.70 -10.73
H -19.10 7.71 -10.66
H -18.34 8.99 -9.69
H -17.88 8.70 -11.31
H -20.35 10.50 -12.62
C -20.80 0.73 -11.46
C -19.34 0.29 -11.23
C -18.31 1.31 -11.63
O -19.05 -0.24 -10.11
H -21.39 -0.06 -11.05
H -21.00 0.86 -12.54
H -21.10 1.64 -10.89
H -19.08 -0.48 -11.94
H -18.52 1.48 -12.69
H -17.32 0.80 -11.71
H -18.11 2.29 -11.14
H -19.12 0.48 -9.47
C -18.44 8.16 -14.64
C -18.24 7.05 -15.64
C -19.56 6.41 -16.04
O -17.68 7.46 -16.68
H -18.44 7.78 -13.66
H -19.31 8.77 -14.88
H -17.56 8.78 -14.69
H -17.59 6.24 -15.26
H -19.53 5.57 -16.74
H -20.19 7.15 -16.46
H -20.04 6.01 -15.16
H -17.65 8.42 -16.74
C -14.55 5.96 -13.22
C -14.62 4.47 -13.24
C -15.05 3.83 -11.90
O -15.36 4.03 -14.15
H -13.78 6.34 -13.83
H -14.39 6.33 -12.25
H -15.46 6.40 -13.55
H -13.60 4.05 -13.40
H -14.87 2.77 -11.94
H -16.11 3.98 -11.79
H -14.51 4.19 -11.02
H -14.83 3.62 -14.85
*
```

Properties
- E_tot (a.u.) = -2242.51319
- HOMO level (eV) = -9.22
- LUMO (eV) = 0.28

---

(2)
The following is a quantum chemistry calculation of C2Ag7O6 as an isolated structure in a non-equilibrium geometry, from OMol25.

Geometry as ORCA input:
```
! RIJCOSX wB97M-V def2-TZVPD def2/J DEFGRID3
* xyz 3 1
Ag 0.74 1.41 -1.75
Ag 2.09 0.48 2.89
Ag -3.08 1.77 -0.62
Ag -2.24 3.38 2.38
Ag -0.28 -2.22 2.80
Ag 1.13 -1.45 -0.14
Ag -1.34 1.01 3.86
C 1.43 -1.65 -3.35
O 1.48 -1.22 -4.51
O 2.14 -2.64 -3.02
O 0.81 -0.98 -2.47
C -0.69 0.53 1.02
O 0.09 -0.10 1.86
O -1.72 1.22 1.34
O -0.56 0.46 -0.29
*
```

Properties
- E_tot (a.u.) = -1555.05325
- HOMO level (eV) = -15.62
- LUMO (eV) = -13.46